[1]
The following is a quantum chemistry calculation of a 2-piece molecular cluster, C2H3F2IO overall, from the OMol25 dataset.

Structure (SMILES): FC(F)=CI.O
Lowest unoccupied orbital energy: 0.46 eV
Kohn-Sham gap: 9.499 eV
Relative energy (zero: lowest compared OMol25 entry of this formula, charge and spin): 121.3 kJ/mol

```
9
Properties=species:S:1:pos:R:3:forces:R:3:mulliken_charge:R:1
F 2.504412 -2.347028 -0.833202 -0.2 0.2 0.2 -0.209
C 1.826755 -1.808811 0.167758 0.1 -0.1 0.2 0.582
F 0.857730 -2.626749 0.549910 0.1 0.1 -0.2 -0.219
C 2.062071 -0.649794 0.745403 0.5 0.0 -0.3 -0.661
I 3.597957 0.602706 0.111226 -0.2 -0.2 0.1 0.072
H 1.440814 -0.283873 1.540792 -0.1 -0.1 0.0 0.423
O -0.577918 0.290589 -0.243912 0.0 0.0 0.1 -0.596
H -0.318100 0.858100 -0.975307 -0.1 0.0 0.0 0.305
H -1.474183 -0.003653 -0.424449 0.0 0.1 -0.1 0.304
```
Positions in Å, forces in eV/Å.

=====

[2]
The following is a quantum chemistry calculation of one molecule with the formula C2H3F2NO in a non-equilibrium geometry, from the OMol25 dataset.

Structure (SMILES): NC(F)(F)C=O
Lowest unoccupied orbital energy: 0.47 eV
Kohn-Sham gap: 10.965 eV
Relative energy (zero: lowest compared OMol25 entry of this formula, charge and spin): 121.0 kJ/mol

```
9
Properties=species:S:1:pos:R:3:forces:R:3:mulliken_charge:R:1
N -0.519153 0.852574 0.244069 -1.2 -0.1 0.9 -0.658
C -0.270788 -0.199975 -0.700783 0.3 1.1 0.1 0.883
F -0.399507 0.299618 -1.957647 0.9 0.1 -0.8 -0.316
F -1.259408 -1.121712 -0.651973 0.3 -0.5 0.8 -0.252
C 1.197019 -0.942837 -0.537659 -1.5 0.1 -0.9 -0.099
O 1.628907 -1.218052 0.534146 0.0 0.2 -0.3 -0.377
H -0.504365 1.807786 -0.083259 1.4 0.0 -0.9 0.268
H -1.511962 0.908719 0.506203 0.3 -1.3 0.2 0.263
H 1.672953 -1.258357 -1.537116 -0.5 0.5 1.1 0.288
```
Positions in Å, forces in eV/Å.

=====

[3]
The following is a quantum chemistry calculation of one molecule with the formula C2H3F2NO in a non-equilibrium geometry, from the OMol25 dataset.

Lowest unoccupied orbital energy (alpha / beta): 0.07 / 0.07 eV
Kohn-Sham gap (alpha / beta): 7.065 / 7.059 eV
Relative energy (zero: lowest compared OMol25 entry of this formula, charge and spin): 391.3 kJ/mol

```
9
Properties=species:S:1:pos:R:3:forces:R:3:mulliken_charge:R:1
C 0.536883 -0.202872 0.038867 0.4 -1.8 -0.9 0.176
C -1.738872 0.033278 0.400885 -1.8 -1.6 3.3 -0.275
N 1.792622 0.322604 0.078304 -2.5 1.5 0.0 -0.387
O -0.499476 0.506379 -0.070442 2.1 0.8 -0.7 -0.071
F -2.710637 0.740217 -0.156539 -0.1 0.7 -1.3 -0.158
F -1.885540 -1.265390 -0.113756 0.4 0.4 -0.5 -0.227
H 0.386864 -1.288957 0.114564 0.2 0.4 0.0 0.353
H 2.541654 -0.215663 -0.396501 -0.7 1.2 0.6 0.293
H 1.576499 1.370407 0.104615 2.0 -1.7 -0.6 0.296
```
Positions in Å, forces in eV/Å.

=====

[4]
The following is a quantum chemistry calculation of one molecule with the formula C2H3F2NS in a non-equilibrium geometry, from the OMol25 dataset.

Structure (SMILES): FC(F)/C=N\S
Lowest unoccupied orbital energy: 0.06 eV
Kohn-Sham gap: 9.214 eV
Relative energy (zero: lowest compared OMol25 entry of this formula, charge and spin): 209.0 kJ/mol

```
9
Properties=species:S:1:pos:R:3:forces:R:3:mulliken_charge:R:1
F -1.031515 -0.750267 -1.045239 -0.4 0.2 0.1 -0.200
C -0.946410 -0.075815 0.116099 0.7 -0.1 2.1 0.147
F -0.547615 -1.010744 1.118287 -0.9 1.0 -1.3 -0.237
C 0.056543 1.033600 0.115620 -0.3 -0.5 -1.8 0.062
N 1.289519 0.795668 0.075068 0.9 0.2 -0.2 -0.378
S 2.123486 -0.638272 -0.062644 -0.9 -1.8 -0.9 -0.090
H -1.839172 0.444127 0.468808 -0.9 -1.1 -0.4 0.217
H -0.372873 2.029274 -0.147154 0.7 -0.4 1.0 0.325
H 1.268035 -1.827568 -0.638846 1.1 2.6 1.4 0.155
```
Positions in Å, forces in eV/Å.

=====

[5]
The following is a quantum chemistry calculation of a 2-piece molecular cluster, C2H3F2NS overall in a non-equilibrium geometry, from the OMol25 dataset.

Lowest unoccupied orbital energy: -0.18 eV
Kohn-Sham gap: 9.390 eV
Relative energy (zero: lowest compared OMol25 entry of this formula, charge and spin): 368.3 kJ/mol

```
9
Properties=species:S:1:pos:R:3:forces:R:3:mulliken_charge:R:1
C 0.096427 0.219765 -0.298571 -3.0 0.7 1.6 -0.025
C 1.528518 -0.101043 0.303694 -0.1 2.6 -4.0 0.355
H -2.957386 0.239560 1.299808 0.1 -0.5 -3.1 0.199
H 0.057632 1.327809 -1.322743 0.0 -3.9 3.0 0.291
H 1.517088 -0.224234 1.315022 -0.2 -0.5 2.8 0.189
N -0.928981 -0.272152 0.473491 3.0 2.1 -4.7 -0.364
F 2.265205 1.100860 0.047306 -0.7 -1.6 0.3 -0.277
F 2.212609 -1.121844 -0.273087 -0.7 0.5 0.0 -0.221
S -2.635279 0.002404 -0.162827 1.6 0.5 4.1 -0.147
```
Positions in Å, forces in eV/Å.

=====

[6]
The following is a quantum chemistry calculation of a 2-piece molecular cluster, C2H3F3 overall in a non-equilibrium geometry, from the OMol25 dataset.

<S²>: 2.00
Spin multiplicity: 3
Lowest unoccupied orbital energy (alpha / beta): 1.13 / -1.59 eV
Kohn-Sham gap (alpha / beta): 9.282 / 11.474 eV
Relative energy (zero: lowest compared OMol25 entry of this formula, charge and spin): 0.0 kJ/mol

```
8
Properties=species:S:1:pos:R:3:forces:R:3:mulliken_charge:R:1
C 0.713001 -0.132462 0.462151 -0.3 -0.5 0.6 -0.150
C -0.635464 0.076561 -0.164817 0.2 0.0 1.9 0.315
F 1.673945 0.647664 -0.101745 0.3 0.5 -0.5 -0.261
F -1.227137 1.240281 0.105119 0.2 -0.1 -0.2 -0.226
F -1.488223 -0.919379 0.075533 0.1 0.0 -0.3 -0.232
H 1.013406 -1.181270 0.353945 -0.2 0.2 0.1 0.244
H 0.655412 0.142357 1.528458 0.0 -0.2 -0.1 0.211
H -0.704942 0.126250 -2.258647 -0.2 0.0 -1.5 0.099
```
Positions in Å, forces in eV/Å.

=====

[7]
The following is a quantum chemistry calculation of C2H3F3N2O as an isolated structure in a non-equilibrium geometry, from the OMol25 dataset.

Lowest unoccupied orbital energy: 0.82 eV
Kohn-Sham gap: 10.591 eV
Relative energy (zero: lowest compared OMol25 entry of this formula, charge and spin): 372.7 kJ/mol

```
11
Properties=species:S:1:pos:R:3:forces:R:3:mulliken_charge:R:1
C -0.471823 0.369761 0.520052 3.0 0.5 0.3 0.110
C -1.868999 0.130279 0.097030 -0.2 -2.0 -0.2 0.925
N 0.402432 0.823118 1.197263 -2.4 -0.1 -0.3 -0.545
N 1.872002 -0.341573 -0.354620 -1.8 3.3 -0.6 -0.332
O 0.690375 -0.574473 -0.989987 -0.1 0.6 0.9 -0.518
F -2.570615 1.244886 -0.049964 -0.2 -0.2 1.1 -0.207
F -2.415607 -0.809889 1.000465 0.3 2.1 -1.3 -0.239
F -1.871463 -0.448443 -1.091192 -0.3 -0.3 -0.1 -0.202
H 1.427440 0.440900 0.636771 0.5 -1.2 -0.3 0.484
H 2.490063 0.333521 -0.814538 -0.2 -0.5 -0.5 0.293
H 2.316194 -1.168087 -0.151280 1.4 -2.3 0.8 0.231
```
Positions in Å, forces in eV/Å.

=====

[8]
The following is a quantum chemistry calculation of one molecule with the formula C2H3F3N2OS2 in a non-equilibrium geometry, from the OMol25 dataset.

Structure (SMILES): C/S(=N/C(F)(F)F)#S#[N+][O-]
Lowest unoccupied orbital energy: -1.04 eV
Kohn-Sham gap: 7.884 eV
Relative energy (zero: lowest compared OMol25 entry of this formula, charge and spin): 48.8 kJ/mol

```
13
Properties=species:S:1:pos:R:3:forces:R:3:mulliken_charge:R:1
C -2.113596 0.078219 0.149798 0.1 0.0 0.3 -0.769
S -0.481709 0.196786 0.944313 0.1 -0.2 -0.8 0.309
N 0.320551 0.746042 -0.290272 -1.1 -0.4 0.0 -0.357
C 1.576797 1.254274 -0.082409 1.3 0.4 0.6 0.777
F 2.007373 1.905832 -1.162577 -0.2 0.0 -0.2 -0.268
F 2.524594 0.324963 0.204473 -0.1 -0.2 0.0 -0.266
F 1.658574 2.142066 0.949342 -0.2 0.1 0.1 -0.274
S -0.024012 -2.110054 0.957657 -0.8 -0.3 1.8 -0.025
N 0.650336 -1.960504 -0.475482 0.9 1.1 -2.3 0.338
O 1.140023 -2.787966 -1.191415 -0.1 -0.5 0.4 -0.452
H -2.827920 0.596910 0.781460 -0.1 0.1 0.1 0.325
H -2.414843 -0.956381 0.027015 0.1 -0.1 0.0 0.351
H -2.016173 0.569818 -0.811904 0.1 0.0 0.0 0.309
```
Positions in Å, forces in eV/Å.

=====

[9]
The following is a quantum chemistry calculation of a 3-piece molecular cluster, C2H3F3O overall in a non-equilibrium geometry, from the OMol25 dataset.

<S²>: 2.00
Spin multiplicity: 3
Lowest unoccupied orbital energy (alpha / beta): 0.98 / -3.06 eV
Kohn-Sham gap (alpha / beta): 8.709 / 8.931 eV
Relative energy (zero: lowest compared OMol25 entry of this formula, charge and spin): 26.2 kJ/mol

```
9
Properties=species:S:1:pos:R:3:forces:R:3:mulliken_charge:R:1
C -1.752611 -0.412161 1.458027 0.7 -10.2 0.6 0.066
C 0.514532 0.140712 -0.303434 3.0 2.1 -0.8 0.109
O -1.905631 0.680399 1.484436 -1.7 6.8 2.0 -0.154
F 0.492798 -0.067575 1.031525 1.1 0.4 0.8 -0.224
F 0.462416 -1.070324 -0.844253 0.4 -1.2 -1.0 -0.222
F -1.660150 1.753341 0.090215 -0.2 2.4 -2.3 -0.182
H -0.367251 0.680934 -0.598256 0.2 0.2 -0.1 0.189
H -1.309229 -1.214258 0.720286 -0.7 1.3 0.2 0.244
H 1.572816 0.736060 -0.586485 -2.8 -1.7 0.7 0.173
```
Positions in Å, forces in eV/Å.

=====

[10]
The following is a quantum chemistry calculation of C2H3F3O2 as an isolated structure in a non-equilibrium geometry, from the OMol25 dataset.

Lowest unoccupied orbital energy: 0.55 eV
Kohn-Sham gap: 12.228 eV
Relative energy (zero: lowest compared OMol25 entry of this formula, charge and spin): 95.3 kJ/mol

```
10
Properties=species:S:1:pos:R:3:forces:R:3:mulliken_charge:R:1
C -0.012472 -1.155734 -0.129884 3.1 -0.4 -1.3 0.148
C 0.055864 0.373673 0.131195 0.2 -0.7 -3.6 0.707
O -0.463975 0.943300 -1.089223 -0.3 -0.9 1.8 -0.505
O -0.586309 0.673911 1.212666 -1.5 -1.1 1.9 -0.464
F -1.317175 -1.470919 -0.384344 1.6 -0.2 -0.3 -0.231
F 0.391181 -1.816149 0.980152 -0.5 -0.1 0.1 -0.246
F 1.365746 0.762948 0.229229 0.5 0.0 -0.1 -0.302
H 1.033419 -1.472727 -1.003343 -4.0 0.9 2.0 0.238
H 0.175821 1.572763 -1.364622 0.9 1.0 -0.6 0.313
H -0.642101 1.588934 1.418175 0.0 1.4 0.0 0.341
```
Positions in Å, forces in eV/Å.

=====

Number 1: electronic energy -650.63647 a.u., M 207.9 g/mol. Number 2: electronic energy -407.71025 a.u., M 95.0 g/mol. Number 3: electronic energy -407.60732 a.u., M 95.0 g/mol. Number 4: electronic energy -730.60240 a.u., M 111.1 g/mol. Number 5: electronic energy -730.54173 a.u., M 111.1 g/mol. Number 6: electronic energy -377.40165 a.u., M 84.0 g/mol. Number 7: electronic energy -562.22245 a.u., M 128.1 g/mol. Number 8: electronic energy -1358.60137 a.u., M 192.2 g/mol. Number 9: electronic energy -452.57102 a.u., M 100.0 g/mol. Number 10: electronic energy -528.04957 a.u., M 116.0 g/mol.